[1]
DFT (wB97M-V/def2-TZVPD) results for one molecule with the formula C21H26N4O3S.

XYZ file:
```
55
Properties=species:S:1:pos:R:3
C -4.568 0.126 -2.733
C -3.713 -0.938 -2.052
C -4.538 -1.966 -1.271
C -5.233 -1.411 -0.022
C -4.377 -1.494 1.246
N -3.091 -0.833 1.117
C -2.977 0.518 1.163
S -4.436 1.443 1.506
C -3.771 3.120 1.200
C -3.479 3.256 -0.199
N -3.279 3.327 -1.321
N -1.898 1.193 0.996
C -0.742 0.513 0.732
C 0.441 1.224 0.520
C 1.616 0.549 0.250
C 2.855 1.368 0.052
O 3.030 2.423 0.634
N 3.730 0.863 -0.843
C 5.024 1.445 -1.090
C 6.130 0.651 -0.375
C 6.008 0.695 1.163
C 5.584 -0.726 1.535
C 6.167 -1.532 0.376
O 6.020 -0.714 -0.766
C 1.630 -0.852 0.215
C 0.473 -1.562 0.435
C -0.726 -0.891 0.687
C -1.959 -1.637 0.902
O -2.052 -2.846 0.902
H -3.937 0.801 -3.306
H -5.285 -0.337 -3.407
H -5.113 0.724 -2.008
H -3.145 -1.473 -2.817
H -2.987 -0.447 -1.403
H -3.892 -2.795 -0.977
H -5.298 -2.366 -1.946
H -5.540 -0.380 -0.195
H -6.136 -1.990 0.179
H -4.154 -2.541 1.470
H -4.916 -1.052 2.090
H -2.867 3.246 1.797
H -4.552 3.818 1.504
H 0.433 2.301 0.563
H 3.580 -0.050 -1.241
H 5.215 1.439 -2.167
H 5.007 2.473 -0.723
H 7.104 1.044 -0.702
H 6.973 0.935 1.609
H 5.283 1.440 1.481
H 4.497 -0.810 1.550
H 5.973 -1.047 2.498
H 7.231 -1.744 0.553
H 5.647 -2.472 0.180
H 2.552 -1.388 0.040
H 0.460 -2.641 0.418
```

The max |F| comes out at 0.9 eV/Å. Its structure (SMILES) is CCCCCn1c(SCC#N)nc2cc(C(=O)NC[C@H]3CCCO3)ccc2c1=O. Its charge is 0. The HOMO energy is -8.76 eV. The orbital gap is 8.80 eV. The calculation puts the energy above the lowest of the compared OMol25 structures with the same formula, charge and spin at 18.7 kcal/mol. Its LUMO energy is 0.0 eV.

***

[2]
DFT (wB97M-V/def2-TZVPD) results for C12H21HfIN4 as an isolated structure at a distorted geometry.

XYZ file:
```
39
Properties=species:S:1:pos:R:3
Hf 0.329 -0.668 -0.492
C -1.399 2.230 -0.219
C -0.918 1.821 -1.589
N -1.167 0.402 -1.864
C -2.503 -0.088 -1.646
C -2.505 -1.494 -1.036
N -1.625 -1.595 0.142
C -2.105 -0.978 1.412
C -2.214 0.526 1.436
N -1.034 1.158 0.769
H -2.473 2.389 -0.165
H -0.909 3.190 0.007
H 0.160 1.899 -1.657
H -1.390 2.490 -2.349
H -0.872 0.172 -2.814
H -3.005 -0.135 -2.626
H -3.024 0.634 -0.875
H -2.057 -2.131 -1.811
H -3.535 -1.794 -0.738
H -1.490 -2.562 0.392
H -1.405 -1.261 2.236
H -3.073 -1.439 1.653
H -2.280 0.892 2.453
H -3.103 0.909 0.945
H -0.468 1.618 1.470
C 1.031 -1.919 -1.746
H 1.436 -2.878 -2.142
H 1.894 -1.129 -1.723
I 4.738 2.837 -0.093
C 3.950 1.043 0.582
C 4.626 0.289 1.542
C 4.039 -0.884 2.005
C 2.787 -1.372 1.624
N 2.158 -0.581 0.707
C 2.726 0.536 0.201
H 5.638 0.546 1.888
H 4.597 -1.424 2.791
H 2.253 -2.206 1.973
H 2.191 0.956 -0.642
```

The max |F| comes out at 4.2 eV/Å. Its charge is +2. The HOMO energy is -14.31 eV. The orbital gap is 7.53 eV. Its LUMO energy is -6.8 eV.

***

[3]
DFT (wB97M-V/def2-TZVPD) results for C20H12Br2N4O5S3V as an isolated structure.

XYZ file:
```
47
Properties=species:S:1:pos:R:3
V 1.261 1.898 -0.150
Br -1.003 3.137 -2.796
C -0.508 4.224 -1.327
C -1.082 5.479 -1.240
C -0.695 6.338 -0.226
C 0.303 5.888 0.630
C 0.825 4.628 0.476
N 0.407 3.722 -0.472
C 1.977 4.169 1.336
O 2.419 4.901 2.213
O 2.413 3.009 1.003
H -1.823 5.762 -1.977
H -1.143 7.320 -0.123
H 0.716 6.489 1.431
S 0.342 -4.521 1.709
C 0.249 -3.365 0.499
S 0.393 -1.668 0.783
C 0.100 -1.331 -0.918
N -0.100 -2.410 -1.614
N 0.002 -3.538 -0.817
C -0.259 -4.765 -1.475
C -1.245 -4.795 -2.455
C -1.510 -5.977 -3.127
C -0.795 -7.130 -2.833
C 0.197 -7.086 -1.863
C 0.473 -5.909 -1.184
S -0.033 0.244 -1.597
H -1.777 -3.884 -2.686
H -2.281 -5.993 -3.888
H -1.004 -8.054 -3.359
H 0.770 -7.976 -1.631
H 1.240 -5.870 -0.427
Br -2.913 0.805 5.193
C -1.771 1.117 3.682
C -0.413 1.287 3.877
C 0.398 1.517 2.770
C -0.088 1.584 1.450
C -1.482 1.417 1.333
C -2.322 1.182 2.415
H 0.008 1.237 4.873
H 1.462 1.646 2.947
H -1.935 1.445 0.346
H -3.388 1.051 2.276
O 4.499 0.145 -1.009
N 3.434 0.677 -0.769
O 2.706 0.329 0.204
O 2.978 1.625 -1.482
```

Its spin multiplicity is 2. The max |F| comes out at 0.5 eV/Å. Its charge is -2. The HOMO energy (spin up / spin down) is -0.39 / -0.60 eV. The orbital gap (spin up / spin down) is 4.60 / 4.82 eV. Its LUMO energy (spin up / spin down) is 4.2 / 4.2 eV.

***

[4]
DFT (wB97M-V/def2-TZVPD) results for C16H20Cl4F3O15Zn as an isolated structure at a distorted geometry.

XYZ file:
```
59
Properties=species:S:1:pos:R:3
Zn 22.338 22.867 -9.265
O 25.636 24.405 -13.612
C 24.758 23.944 -12.774
O 24.605 22.742 -12.574
O 24.010 24.738 -12.114
H 25.957 23.612 -14.049
C 28.673 17.571 -15.422
C 28.968 16.568 -14.241
C 29.837 17.199 -13.184
O 28.895 17.571 -12.192
C 27.707 16.891 -12.446
O 26.729 16.820 -11.690
O 27.800 16.280 -13.603
H 29.569 17.791 -16.003
H 28.218 18.501 -15.081
H 27.964 17.134 -16.126
H 29.422 15.671 -14.661
H 30.334 18.080 -13.591
H 30.660 16.510 -12.991
C 30.315 24.218 -19.803
Cl 28.635 24.729 -19.905
Cl 30.546 22.663 -20.621
H 31.054 24.935 -20.160
H 30.475 23.929 -18.764
C 19.279 25.403 -16.060
Cl 18.391 24.694 -17.404
Cl 18.281 26.615 -15.156
H 19.495 24.591 -15.366
H 20.177 25.845 -16.491
C 23.525 30.943 -13.571
C 22.391 31.250 -12.688
O 21.783 32.264 -13.486
C 22.689 32.894 -14.171
O 22.552 33.965 -14.718
O 23.768 32.241 -14.113
F 22.852 31.786 -11.523
H 23.280 30.233 -14.360
H 24.426 30.670 -13.020
H 21.660 30.477 -12.455
C 20.893 17.265 -15.297
C 21.543 16.485 -16.401
O 22.314 17.516 -17.040
C 21.847 18.735 -16.725
O 22.313 19.819 -17.128
O 20.728 18.539 -15.923
F 20.680 15.936 -17.261
H 21.626 17.318 -14.493
H 19.986 16.770 -14.952
H 22.235 15.720 -16.051
C 31.468 23.520 -9.988
C 32.432 23.821 -11.056
O 33.059 25.038 -10.689
C 33.050 25.143 -9.439
O 33.582 26.012 -8.831
O 32.131 24.341 -8.937
F 31.737 23.967 -12.118
H 31.331 22.500 -9.629
H 30.504 24.002 -10.146
H 33.218 23.080 -11.203
```

The max |F| comes out at 5.8 eV/Å. Its charge is +1. The HOMO energy is -12.22 eV. The orbital gap is 1.63 eV. Its LUMO energy is -10.6 eV.

***

[5]
DFT (wB97M-V/def2-TZVPD) results for C34H32BrN3PdSeTe as an isolated structure.

XYZ file:
```
73
Properties=species:S:1:pos:R:3
Pd -1.817 -0.466 0.104
C -2.832 5.549 -0.499
C -2.966 4.187 -1.122
C -2.443 3.901 -2.379
C -2.607 2.641 -2.922
C -3.296 1.708 -2.167
Br -3.522 -0.061 -2.812
N -3.788 1.929 -0.973
C -3.611 3.149 -0.465
H -3.281 6.319 -1.131
H -1.782 5.798 -0.347
H -3.319 5.579 0.476
H -1.907 4.664 -2.933
H -2.206 2.377 -3.890
H -4.020 3.309 0.529
C 0.245 1.408 1.962
Te 0.027 1.643 -0.177
C -0.051 3.774 0.671
C 0.962 3.757 1.759
C 1.808 4.813 2.088
C 2.765 4.678 3.088
C 2.888 3.475 3.769
C 2.060 2.408 3.437
C 1.103 2.534 2.438
H 0.662 0.422 2.153
H -0.766 1.453 2.373
H -1.064 3.855 1.077
H 0.112 4.572 -0.056
H 1.718 5.749 1.547
H 3.421 5.508 3.326
H 3.641 3.359 4.541
H 2.178 1.455 3.941
C 0.232 -0.890 -0.312
C 1.011 -1.654 -0.886
C 1.946 -2.513 -1.526
C 2.943 -1.911 -2.361
C 3.159 -0.504 -2.325
C 4.095 0.118 -3.126
C 4.881 -0.601 -4.027
C 4.669 -1.975 -4.108
C 3.735 -2.614 -3.311
C 1.792 -3.935 -1.299
C 2.851 -4.872 -1.367
C 2.655 -6.218 -1.099
C 1.404 -6.708 -0.743
C 0.347 -5.801 -0.651
C 0.531 -4.459 -0.919
H 2.564 0.086 -1.638
H 4.219 1.194 -3.043
H 5.619 -0.108 -4.650
H 5.238 -2.566 -4.821
H 3.579 -3.675 -3.451
H 3.850 -4.521 -1.588
H 3.502 -6.896 -1.152
H 1.256 -7.762 -0.536
H -0.644 -6.147 -0.373
H -0.311 -3.779 -0.848
C -0.785 -3.252 2.166
N -1.847 -2.284 2.304
C -2.004 -1.389 3.327
C -2.961 -0.502 3.001
N -3.395 -0.797 1.695
C -4.760 -0.509 1.289
C -2.684 -1.940 1.235
Se -3.439 -3.212 0.058
H -0.339 -3.425 3.145
H -0.029 -2.878 1.469
H -1.194 -4.182 1.771
H -1.376 -1.424 4.201
H -3.333 0.351 3.541
H -5.464 -1.171 1.805
H -4.853 -0.656 0.219
H -4.975 0.533 1.527
```

The max |F| comes out at 0.5 eV/Å. Its charge is -2. The HOMO energy is 0.44 eV. The orbital gap is 3.53 eV. The calculation puts the energy above the lowest of the compared OMol25 structures with the same formula, charge and spin at 82.0 kcal/mol. Its LUMO energy is 4.0 eV.

***

[6]
DFT (wB97M-V/def2-TZVPD) results for C33H45Cl6N4O5Zr as an isolated structure at a distorted geometry.

XYZ file:
```
94
Properties=species:S:1:pos:R:3
Zr 0.127 0.219 -0.430
C 2.398 -3.137 2.991
C 2.016 -1.720 3.305
C 0.703 -1.490 4.026
C -0.689 -2.086 3.706
C -0.725 -3.617 3.756
C -1.646 -1.534 4.761
N -1.101 -1.556 2.363
C -2.283 -2.138 1.729
C -2.737 -1.484 0.390
N -2.287 -0.106 -0.043
C -2.529 -0.057 -1.517
C -1.493 -0.903 -2.291
O -1.588 -1.086 -3.470
O -0.577 -1.412 -1.474
C -3.131 0.965 0.630
C -3.685 0.561 1.994
C -2.466 2.352 0.658
C -1.320 2.701 1.630
C -0.967 4.169 1.387
C -1.628 2.561 3.125
N -0.172 1.768 1.302
C 1.198 2.139 1.426
C 2.173 1.116 0.932
N 2.250 -1.671 0.436
C 2.425 -2.146 -0.952
C 2.659 -0.976 -1.901
O 3.558 -0.917 -2.692
O 1.756 -0.045 -1.685
H 2.363 -3.748 3.897
H 3.411 -3.196 2.596
H 1.724 -3.564 2.251
H 2.810 -1.113 3.721
H 0.569 -0.402 4.115
H 0.937 -1.790 5.058
H -0.182 -3.988 4.625
H -0.284 -4.068 2.867
H -1.753 -3.972 3.835
H -1.357 -1.872 5.756
H -2.663 -1.881 4.580
H -1.647 -0.442 4.755
H -0.308 -1.832 1.796
H 0.559 -0.779 1.318
H -3.110 -2.099 2.437
H -2.125 -3.195 1.496
H -3.829 -1.466 0.386
H -2.447 -2.155 -0.410
H -2.510 0.976 -1.859
H -3.501 -0.472 -1.806
H -4.001 1.097 -0.024
H -2.917 0.185 2.663
H -4.465 -0.192 1.907
H -4.145 1.435 2.454
H -3.274 3.058 0.872
H -2.115 2.607 -0.347
H -1.819 4.773 1.698
H -0.791 4.388 0.335
H -0.135 4.495 2.020
H -2.583 3.028 3.365
H -0.856 3.065 3.710
H -1.668 1.523 3.451
H -0.342 0.959 1.927
H 1.547 2.623 2.356
H 1.314 4.177 0.693
H 1.133 0.195 2.560
H 3.296 -0.565 1.840
H 1.526 -2.682 -1.251
H 3.292 -2.805 -0.954
Cl 6.978 2.059 -1.118
C 5.369 2.462 -0.708
C 4.561 1.499 -0.097
Cl 5.173 -0.075 0.250
C 3.226 1.770 0.208
Cl 1.992 -0.652 1.557
C 2.837 3.072 -0.062
O 1.481 3.267 0.375
C 3.587 4.071 -0.609
Cl 2.900 5.640 -0.773
C 4.898 3.755 -0.963
Cl 5.898 4.949 -1.669
Cl -3.763 6.204 -3.683
C -2.630 4.971 -3.233
C -1.530 5.295 -2.457
C -0.643 4.297 -2.085
C -0.826 2.962 -2.453
C 0.106 1.887 -2.017
C -1.901 2.689 -3.308
C -2.803 3.673 -3.685
H -1.363 6.324 -2.167
H 0.249 4.577 -1.536
H 1.123 2.266 -1.891
H 0.203 1.161 -2.832
H -2.014 1.694 -3.725
H -3.626 3.439 -4.347
```

The max |F| comes out at 2.9 eV/Å. Its charge is +1. The HOMO energy is -10.05 eV. The orbital gap is 6.09 eV. The calculation puts the energy above the lowest of the compared OMol25 structures with the same formula, charge and spin at 98.2 kcal/mol. Its LUMO energy is -4.0 eV.

***

[7]
DFT (wB97M-V/def2-TZVPD) results for C24H71NO12 as an isolated structure at a distorted geometry.

XYZ file:
```
108
Properties=species:S:1:pos:R:3
C 23.483 24.945 27.117
O 23.046 23.597 26.933
H 24.531 24.854 26.833
H 22.936 25.625 26.463
H 23.503 25.373 28.120
H 22.359 23.458 27.589
C 27.358 19.865 26.850
O 27.508 18.703 27.661
H 26.370 20.290 27.029
H 28.052 20.677 27.067
H 27.434 19.555 25.807
H 27.358 19.041 28.547
C 24.294 18.988 27.773
O 25.134 17.872 27.641
H 23.832 19.223 26.814
H 23.419 18.799 28.395
H 24.973 19.777 28.096
H 25.935 17.958 28.163
C 25.975 18.573 23.579
O 24.779 18.063 24.112
H 26.383 19.355 24.220
H 26.600 17.681 23.536
H 25.899 18.939 22.556
H 24.969 17.382 24.762
C 21.611 22.972 22.551
O 22.424 23.455 21.550
H 20.731 22.582 22.041
H 22.114 22.161 23.080
H 21.280 23.678 23.313
H 22.845 22.742 21.064
C 24.936 21.470 20.757
O 23.670 21.663 21.364
H 24.999 20.592 20.114
H 25.104 22.363 20.156
H 25.666 21.337 21.555
H 23.431 20.886 21.873
C 19.248 26.414 28.361
O 19.673 25.068 28.330
C 19.942 24.532 27.096
C 20.343 23.075 27.205
N 21.353 23.011 28.233
C 21.397 21.658 28.890
C 22.871 21.332 29.165
O 23.362 21.850 30.354
C 23.119 23.242 30.628
H 19.176 26.648 29.423
H 18.219 26.362 28.006
H 19.720 27.258 27.858
H 20.790 25.038 26.633
H 19.013 24.565 26.528
H 20.666 22.542 26.310
H 19.432 22.582 27.546
H 20.934 23.656 28.888
H 21.024 20.935 28.165
H 20.807 21.547 29.800
H 23.504 21.530 28.300
H 22.771 20.247 29.189
H 23.675 23.688 31.453
H 22.072 23.437 30.861
H 23.332 23.998 29.872
C 20.976 19.925 24.854
C 20.754 18.542 25.536
C 22.083 17.747 25.457
O 20.543 18.698 26.941
H 20.061 20.512 24.930
H 21.232 19.816 23.800
H 21.695 20.519 25.419
H 19.887 18.050 25.098
H 22.838 18.005 26.199
H 22.529 17.805 24.464
H 21.745 16.726 25.633
H 20.133 17.869 27.197
C 25.977 23.250 27.945
C 26.989 23.894 28.874
C 28.311 23.120 28.944
O 27.262 25.217 28.523
H 25.098 23.894 27.923
H 25.692 22.269 28.327
H 26.294 23.251 26.902
H 26.589 24.036 29.879
H 28.306 22.144 29.430
H 29.006 23.715 29.538
H 28.788 23.020 27.969
H 27.325 25.286 27.567
C 24.215 25.162 23.654
C 24.418 25.556 22.165
C 25.219 24.440 21.489
O 23.126 25.719 21.633
H 23.963 25.950 24.364
H 25.015 24.676 24.211
H 23.506 24.334 23.636
H 24.928 26.515 22.081
H 25.372 24.734 20.451
H 24.754 23.460 21.595
H 26.208 24.325 21.933
H 22.608 24.950 21.883
C 24.930 21.700 26.456
C 24.195 22.270 25.172
C 24.228 21.134 24.052
O 22.832 22.278 25.575
H 24.684 22.308 27.327
H 25.993 21.878 26.292
H 24.850 20.627 26.631
H 24.505 23.279 24.901
H 23.663 20.281 24.428
H 25.248 20.772 23.921
H 23.763 21.310 23.082
H 22.816 22.861 26.337
```

The max |F| comes out at 16.5 eV/Å. Its charge is 0. The HOMO energy is -8.35 eV. The orbital gap is 8.82 eV. The calculation puts the energy above the lowest of the compared OMol25 structures with the same formula, charge and spin at 354.4 kcal/mol. Its LUMO energy is 0.5 eV.

***

[8]
DFT (wB97M-V/def2-TZVPD) results for a 3-piece molecular cluster, C6H11NO overall at a distorted geometry.

XYZ file:
```
19
Properties=species:S:1:pos:R:3
C -0.355 0.155 -0.612
C 0.341 -0.575 0.277
C -2.765 -2.336 0.247
C 1.754 2.614 0.773
C -1.507 -2.142 -0.579
C 1.742 1.453 -0.171
N 2.542 1.126 -1.066
O -1.142 -2.860 -1.454
H 3.356 1.758 -1.184
H -0.139 0.089 -1.668
H -1.139 0.828 -0.293
H 0.138 -0.511 1.337
H 1.127 -1.240 -0.051
H -2.486 -2.406 1.301
H -3.396 -1.451 0.138
H -3.312 -3.234 -0.062
H 2.632 3.261 0.617
H 1.759 2.259 1.807
H 0.849 3.213 0.645
```

The max |F| comes out at 1.4 eV/Å. Its charge is 0. The HOMO energy (spin up / spin down) is -6.68 / -6.67 eV. The orbital gap (spin up / spin down) is 7.43 / 7.45 eV. The calculation puts the energy above the lowest of the compared OMol25 structures with the same formula, charge and spin at 151.4 kcal/mol. Its LUMO energy (spin up / spin down) is 0.7 / 0.8 eV.